# 1
Below is the molecule C8H8N4O, with properties calculated with wB97M-V/def2-TZVPD.

## Properties
- HOMO level: -8.7 eV
- Maximum force: 0.099 Eh/bohr
- Kohn-Sham gap: 9.1 eV
- E: -603.849012 hartree
- Molar mass: 176.2 g/mol
- SMILES string: C=CCn1ncc2cncn2c1=O
- LUMO level: 0.43 eV

Last column: natural (NBO) charge in e.
CARTESIAN COORDINATES (ANGSTROEM)
C: 3.849010 -0.565344 0.416276  -0.375
C: 2.744881 0.075204 0.566670  -0.209
C: 1.867410 0.258556 -0.657565  -0.249
N: 0.441595 0.223890 -0.372584  -0.276
N: 0.008867 1.515394 -0.265768  -0.220
C: -1.234304 1.717058 -0.052653  0.032
C: -2.221579 0.674358 -0.086222  0.028
C: -3.602845 0.568612 0.204681  -0.055
N: -3.907717 -0.745945 0.207261  -0.431
C: -2.841305 -1.439616 0.108285  0.198
N: -1.737657 -0.608106 -0.132995  -0.389
C: -0.356945 -0.861606 -0.296799  0.789
O: -0.004405 -1.968136 -0.365300  -0.578
H: 4.576174 -0.789195 1.334307  0.204
H: 4.111478 -1.063633 -0.505502  0.195
H: 2.479036 0.541111 1.581413  0.221
H: 2.051464 1.279063 -1.010081  0.240
H: 2.189375 -0.345612 -1.511056  0.222
H: -1.500285 2.669666 0.230254  0.207
H: -4.268048 1.400766 0.455409  0.220
H: -2.644207 -2.536483 0.151979  0.227

Cartesian forces (eV/Å) of the 3 atoms listed first:
C 3.807 -2.223 2.527
C -2.168 1.276 0.944
C 0.722 0.455 0.284

# 2
Below is a cluster of 4 separate species, C3H12O4 in total, with properties calculated with wB97M-V/def2-TZVPD.

## Properties
- HOMO level: -9.1 eV
- Maximum force: 0.016 Eh/bohr
- Kohn-Sham gap: 9.5 eV
- E: -422.436166 hartree
- Molar mass: 112.1 g/mol
- SMILES string: C=C(C)O.O.O.O
- LUMO level: 0.45 eV

Last column: natural (NBO) charge in e.
CARTESIAN COORDINATES (ANGSTROEM)
C: -0.914615 -0.601958 -0.774145  -0.542
C: -0.871789 0.479407 0.013600  0.321
C: -0.549067 1.842915 -0.526635  -0.662
O: -1.189817 0.452132 1.338002  -0.704
H: -0.562114 -0.520208 -1.790707  0.208
H: -1.284574 -1.548689 -0.402485  0.203
H: -0.500940 1.759126 -1.619360  0.226
H: 0.428410 2.201866 -0.210938  0.206
H: -1.346955 2.557367 -0.324828  0.230
H: -1.663389 -0.359243 1.580403  0.507
O: 2.773450 0.349894 0.271604  -0.953
H: 3.239384 0.848498 0.948483  0.476
H: 1.893481 0.733432 0.248638  0.483
O: -3.686902 -0.898600 1.080200  -0.950
H: -3.834285 -0.015818 0.712491  0.479
H: -4.071766 -1.486099 0.424986  0.477
O: 4.420752 -2.019440 -0.436232  -0.954
H: 4.039692 -1.157987 -0.228272  0.486
H: 3.681047 -2.616593 -0.304805  0.462

Cartesian forces (eV/Å) of the 3 atoms listed first:
C 0.049 0.373 0.306
C -0.400 -0.618 -0.333
C 0.109 -0.432 -0.693

# 3
Below is a structure of composition C28H48Cl2HoN7O2SSi2, with properties calculated with wB97M-V/def2-TZVPD.

## Properties
- HOMO level (alpha / beta): -7.5 / -7.5 eV
- Maximum force: 0.017 Eh/bohr
- Kohn-Sham gap (alpha / beta): 7.1 / 7.1 eV
- E: -4475.335530 hartree
- ⟨S²⟩: 6.004
- Molar mass: 838.8 g/mol
- LUMO level (alpha / beta): -0.45 / -0.44 eV
- Multiplicity: 5

Last column: Löwdin charge in e.
CARTESIAN COORDINATES (ANGSTROEM)
Ho: -0.201812 -0.705760 -0.458046  1.443
C: -3.334630 5.170484 -1.040840  -0.083
C: -3.820984 3.750146 -1.312467  -0.236
N: -2.806550 2.935145 -1.958773  -0.017
C: -2.155403 1.895577 -1.386027  -0.794
S: -1.078439 1.049135 -2.439335  0.617
N: -2.455218 1.662268 -0.125562  -0.021
N: -1.825023 0.702960 0.570235  -0.076
C: -2.394254 0.416795 1.702383  -0.255
C: -3.656870 1.120745 2.082744  -0.015
C: -1.763106 -0.602539 2.535992  -0.213
C: -2.241265 -0.924901 3.810915  0.006
C: -1.610145 -1.894692 4.562201  -0.043
C: -0.498615 -2.538353 4.035989  -0.042
C: -0.078716 -2.163272 2.775885  -0.172
N: -0.680942 -1.234890 2.038146  0.014
H: -4.115627 5.734965 -0.528332  0.070
H: -3.090427 5.687501 -1.970303  0.069
H: -2.449220 5.151423 -0.404960  0.063
H: -4.711942 3.771137 -1.944619  0.114
H: -4.066027 3.252762 -0.379435  0.098
H: -2.583268 3.108534 -2.923215  0.109
H: -3.471721 2.195653 2.127016  0.089
H: -4.070550 0.788098 3.029466  0.061
H: -4.386268 0.947852 1.288723  0.077
H: -3.096769 -0.412378 4.220799  0.104
H: -1.976810 -2.149604 5.547667  0.113
H: 0.029201 -3.304222 4.585944  0.111
H: 0.799180 -2.622909 2.337943  0.085
C: 1.792993 3.141105 -2.059755  -0.177
Si: 1.793356 2.772519 -0.194778  0.470
C: 0.365481 3.641714 0.695705  -0.169
C: 3.303876 3.766932 0.413583  -0.184
C: 1.842456 0.900337 0.150059  -0.444
C: 2.727683 0.304684 -0.878635  -0.466
C: 4.049624 0.729998 -1.114884  -0.049
C: 4.800443 0.175286 -2.124168  -0.046
C: 4.229181 -0.820826 -2.912981  -0.065
C: 2.946453 -1.215767 -2.614019  -0.141
N: 2.207975 -0.693757 -1.625870  0.023
Si: 2.548932 0.516335 1.841568  0.462
C: 4.213697 1.264597 2.392430  -0.185
C: 2.918900 -1.361235 1.811926  -0.176
C: 1.385174 1.083846 3.230819  -0.146
H: 2.388503 4.030577 -2.282234  0.030
H: 0.790578 3.301715 -2.444993  -0.010
H: 2.217435 2.307365 -2.624976  0.022
H: 0.245799 4.651139 0.292347  0.031
H: 0.579714 3.740978 1.763338  0.018
H: -0.584815 3.123574 0.591217  -0.002
H: 3.114941 4.833352 0.269710  0.033
H: 4.216133 3.522627 -0.136198  0.023
H: 3.503127 3.607730 1.475876  0.001
H: 4.462878 1.508315 -0.489171  0.080
H: 5.814188 0.509278 -2.307228  0.112
H: 4.771414 -1.280500 -3.726938  0.102
H: 2.485359 -1.995676 -3.207888  0.084
H: 4.972653 1.248113 1.606319  0.022
H: 4.614190 0.705381 3.241850  0.032
H: 4.092127 2.302060 2.710958  0.011
H: 3.902543 -1.523394 1.365082  0.039
H: 2.195865 -1.901120 1.189717  -0.014
H: 2.929062 -1.814848 2.806062  0.034
H: 0.872492 2.001813 2.933304  0.015
H: 1.953018 1.296051 4.139645  0.034
H: 0.621008 0.356045 3.487460  0.000
N: -0.039929 -2.447844 -2.488526  -0.052
C: 0.553659 -3.764842 -2.784298  -0.256
C: -0.021309 -4.830446 -1.861907  -0.184
C: 0.360134 -4.610352 -0.388903  -0.193
C: -0.857610 -4.547307 0.521960  -0.263
N: -1.542414 -3.266463 0.303544  -0.007
H: -1.042183 -2.513097 -2.658903  0.002
H: 0.283728 -1.774498 -3.178485  0.063
H: 1.634228 -3.721355 -2.637166  0.098
H: 0.365228 -4.051681 -3.823937  0.119
H: 0.331471 -5.807950 -2.191748  0.114
H: -1.110087 -4.825145 -1.982365  0.113
H: 0.887405 -3.654038 -0.291394  0.084
H: 1.039670 -5.393827 -0.050432  0.114
H: -0.549662 -4.607173 1.567901  0.098
H: -1.509761 -5.407340 0.327182  0.117
H: -2.310676 -3.153657 0.956024  0.094
H: -1.972558 -3.257290 -0.616749  0.050
Cl: -5.895660 -1.573015 -2.941050  0.591
C: -4.185053 -1.123520 -2.959434  -0.992
Cl: -3.286106 -2.287493 -3.951912  0.587
C: -3.643144 -0.967619 -1.477855  -0.753
O: -4.433456 -0.467497 -0.695242  0.009
O: -2.438733 -1.304194 -1.275133  -0.287
H: -4.109397 -0.166359 -3.465564  0.054

Cartesian forces (eV/Å) of the 3 atoms listed first:
Ho -0.243 -0.499 -0.600
C -0.085 -0.129 0.033
C 0.167 0.110 0.024